Computed, not measured: a structure of composition C25H21ClMoN4O7, with ωB97M-V/def2-TZVPD.

As for the spin multiplicity: 3. The value obtained for the molar mass is 620.857 g mol⁻¹. For the HOMO energy (alpha / beta), the calculation gives -13.6 / -13.9 eV. Its charge is +2. As for the HOMO-LUMO gap (alpha / beta): 6.651 / 6.421 eV. Its energy above the lowest of the compared OMol25 structures with the same formula, charge and spin is 51.1 kcal per mole.

Geometry as XYZ:
```
59
Properties=species:S:1:pos:R:3:lowdin_charge:R:1
Mo 0.034 -0.006 -0.909 1.709
O 6.591 -0.246 1.922 0.106
N 5.786 0.174 2.725 -0.330
O 6.022 0.555 3.844 0.136
C 4.360 0.163 2.310 -0.041
C 3.447 0.122 3.301 0.101
C 2.051 0.052 2.997 -0.099
C 1.049 -0.006 3.983 0.056
C -0.266 -0.067 3.599 0.014
C -0.579 -0.070 2.235 -0.054
N 0.347 -0.024 1.290 -0.011
C 1.651 0.037 1.660 -0.130
C 2.632 0.105 0.622 -0.123
N 2.158 0.122 -0.654 -0.043
C 3.012 0.206 -1.670 -0.059
C 4.387 0.289 -1.460 0.021
C 4.886 0.275 -0.181 0.071
C 4.000 0.169 0.915 -0.034
H 3.782 0.136 4.329 0.148
H 1.326 0.002 5.030 0.143
H -1.067 -0.105 4.323 0.131
H -1.610 -0.093 1.906 0.116
H 2.587 0.218 -2.666 0.120
H 5.046 0.367 -2.313 0.134
H 5.949 0.342 -0.008 0.126
O -1.858 -0.369 -2.233 -0.394
Cl -1.170 0.042 -3.474 0.769
O -1.323 -0.896 -4.496 -0.187
O -1.461 1.366 -3.815 -0.196
O 0.298 -0.013 -2.957 -0.476
C -1.004 -5.444 -1.293 0.012
N -1.220 -4.021 -1.010 -0.134
C -2.610 -3.578 -0.895 0.024
C -0.219 -3.205 -0.896 -0.208
O -0.344 -1.974 -0.636 -0.201
H -1.561 -6.034 -0.567 0.110
H 0.054 -5.680 -1.211 0.100
H -1.359 -5.670 -2.296 0.112
H -3.186 -4.061 -1.682 0.113
H -2.664 -2.501 -1.021 0.072
H -3.007 -3.878 0.075 0.114
H 0.775 -3.623 -1.056 0.165
C -5.069 2.765 -0.070 -0.033
C -4.722 1.416 0.142 -0.038
C -3.423 1.005 0.011 -0.051
C -2.416 1.935 -0.318 -0.174
C -1.048 1.601 -0.458 -0.262
C -0.072 2.516 -0.775 -0.114
C -0.447 3.855 -1.054 -0.036
C -1.756 4.218 -0.928 0.020
C -2.763 3.289 -0.549 -0.139
C -4.114 3.681 -0.416 0.004
H -6.102 3.070 0.032 0.121
H -5.494 0.704 0.399 0.118
H -3.170 -0.042 0.142 0.097
H 0.992 2.273 -0.795 0.102
H 0.312 4.578 -1.319 0.121
H -2.051 5.243 -1.115 0.133
H -4.380 4.714 -0.598 0.128
```

=====

Computed, not measured: a structure of composition C7H13BrN2O2S2 at a distorted geometry, with ωB97M-V/def2-TZVPD.

As for the spin multiplicity: 1. The value obtained for the molar mass is 301.231 g mol⁻¹. For the HOMO energy, the calculation gives -8.8 eV. As for the HOMO-LUMO gap: 7.857 eV.

Geometry as XYZ:
```
27
Properties=species:S:1:pos:R:3:lowdin_charge:R:1
C 2.878 0.205 -0.087 -0.121
S 1.949 -0.794 1.069 0.655
O 2.229 -2.181 0.783 -0.316
O 2.336 -0.458 2.414 -0.311
C 0.151 -0.582 0.835 -0.299
C -0.382 -1.642 -0.145 -0.150
C -1.833 -1.387 -0.663 -0.152
C -2.426 0.035 -0.452 -0.198
C -1.715 0.848 0.619 -0.114
N -0.247 0.748 0.343 -0.173
N 0.513 1.868 0.908 0.083
C 0.735 2.702 0.005 -0.799
S 1.274 3.484 -1.187 0.810
H 2.275 0.714 -0.840 0.010
H 3.537 -0.497 -0.597 0.077
H 3.510 0.873 0.493 0.077
H -0.289 -0.798 1.809 0.145
H -0.400 -2.579 0.409 0.119
H 0.321 -1.787 -0.962 0.111
H -1.800 -1.536 -1.742 0.101
H -2.535 -2.113 -0.255 0.106
H -2.408 0.576 -1.393 0.041
H -3.479 -0.020 -0.165 0.117
H -1.939 0.463 1.615 0.133
H -2.024 1.891 0.618 0.134
H -0.122 0.794 -0.753 -0.084
Br -0.108 1.172 -2.682 -0.001
```

=====

Computed, not measured: a cluster of 2 separate species, C3H6BrNO4 in total at a distorted geometry, with ωB97M-V/def2-TZVPD.

As for the spin multiplicity: 1. The value obtained for the molar mass is 199.988 g mol⁻¹. For the HOMO energy (alpha / beta), the calculation gives -10.9 / -9.5 eV. As for the HOMO-LUMO gap (alpha / beta): 9.085 / 5.933 eV. Its energy above the lowest of the compared OMol25 structures with the same formula, charge and spin is 39.2 kcal per mole.

Geometry as XYZ:
```
15
Properties=species:S:1:pos:R:3:lowdin_charge:R:1
C 0.051 -1.598 0.856 -0.005
C 0.696 -0.534 0.033 -0.324
C -0.030 0.804 0.111 -0.332
N -1.200 0.780 -0.646 -0.340
O -1.823 -0.170 -0.976 0.107
O -1.884 1.964 -0.630 0.090
O 2.032 -0.322 0.521 0.021
O 0.356 1.907 0.506 0.122
Br 0.309 1.232 -3.091 0.183
H 0.134 -1.396 1.864 0.077
H 0.582 -2.509 0.587 0.112
H -0.909 -1.730 0.617 0.038
H 0.802 -0.923 -0.913 0.109
H 2.030 0.051 1.351 0.049
H -1.147 2.445 -0.193 0.093
```

=====

Computed, not measured: a structure of composition C49H45MnNO4S2, with ωB97M-V/def2-TZVPD.

As for the spin multiplicity: 6. The value obtained for the molar mass is 830.974 g mol⁻¹. For the HOMO energy (alpha / beta), the calculation gives -7.2 / -8.1 eV. As for the HOMO-LUMO gap (alpha / beta): 7.422 / 8.375 eV.

Geometry as XYZ:
```
102
Properties=species:S:1:pos:R:3:lowdin_charge:R:1
Mn -0.099 -0.578 0.253 0.888
O 1.527 -0.470 -0.840 -0.275
C 2.147 0.566 -1.496 -0.493
C 1.101 1.636 -1.931 -0.055
C 0.532 2.380 -0.756 -0.249
C 0.943 3.678 -0.481 -0.014
C 0.436 4.322 0.632 -0.037
C -0.483 3.663 1.430 -0.009
C -0.860 2.367 1.101 -0.230
C -1.864 1.616 1.926 -0.047
C -1.237 0.533 2.867 -0.482
O -0.575 -0.410 2.128 -0.273
C -2.431 -0.146 3.576 -0.116
C -3.101 -1.140 2.861 -0.034
C -4.210 -1.780 3.388 -0.089
C -4.672 -1.446 4.656 -0.104
C -4.004 -0.477 5.383 -0.085
C -2.892 0.168 4.847 -0.019
C -0.283 1.205 3.863 -0.140
C 0.963 0.632 4.086 -0.015
C 1.872 1.219 4.957 -0.087
C 1.552 2.394 5.619 -0.098
C 0.310 2.976 5.406 -0.085
C -0.596 2.386 4.536 -0.073
N -0.347 1.743 0.029 0.134
C 2.888 -0.018 -2.707 -0.156
C 2.708 0.379 -4.025 -0.044
C 3.430 -0.219 -5.057 -0.099
C 4.349 -1.216 -4.780 -0.109
C 4.533 -1.624 -3.462 -0.081
C 3.805 -1.037 -2.444 -0.024
C 3.164 1.295 -0.598 -0.154
C 4.099 2.175 -1.137 -0.036
C 4.927 2.924 -0.315 -0.086
C 4.830 2.804 1.066 -0.096
C 3.911 1.920 1.611 -0.066
C 3.088 1.167 0.783 -0.013
H 0.305 1.114 -2.472 0.122
H 1.557 2.368 -2.599 0.112
H 1.668 4.156 -1.126 0.116
H 0.751 5.329 0.876 0.110
H -0.907 4.137 2.304 0.108
H -2.542 1.078 1.260 0.090
H -2.467 2.322 2.499 0.120
H -2.698 -1.426 1.896 0.090
H -4.712 -2.555 2.819 0.092
H -5.535 -1.948 5.075 0.096
H -4.339 -0.220 6.380 0.099
H -2.377 0.908 5.445 0.101
H 1.205 -0.278 3.555 0.112
H 2.837 0.753 5.117 0.101
H 2.262 2.855 6.294 0.097
H 0.046 3.895 5.915 0.099
H -1.560 2.858 4.387 0.109
H 1.997 1.156 -4.276 0.101
H 3.274 0.107 -6.078 0.098
H 4.919 -1.673 -5.579 0.097
H 5.244 -2.409 -3.232 0.103
H 3.932 -1.360 -1.418 0.129
H 4.186 2.271 -2.215 0.118
H 5.651 3.601 -0.752 0.098
H 5.472 3.391 1.710 0.097
H 3.820 1.819 2.686 0.091
H 2.370 0.481 1.214 0.100
O -2.129 -0.721 -0.784 -0.564
S -3.586 -0.421 -0.927 1.021
C -4.438 -2.021 -0.870 -0.306
C -4.053 -3.048 -1.929 -0.207
C -2.581 -3.472 -1.945 -0.230
C -2.169 -4.268 -0.714 -0.304
S -0.398 -4.193 -0.307 1.031
O -0.173 -2.795 0.170 -0.539
C 0.263 -4.299 -1.960 -0.394
C 0.859 -3.184 -2.526 -0.044
C 1.334 -3.282 -3.830 -0.046
C 1.222 -4.474 -4.530 -0.071
C 0.646 -5.591 -3.934 -0.081
C 0.167 -5.510 -2.637 -0.097
C -3.821 -0.060 -2.663 -0.385
C -5.073 0.322 -3.125 -0.084
C -5.239 0.594 -4.473 -0.073
C -4.156 0.498 -5.340 -0.075
C -2.906 0.136 -4.861 -0.059
C -2.730 -0.145 -3.512 -0.064
H -5.501 -1.772 -0.931 0.096
H -4.252 -2.364 0.151 0.073
H -4.311 -2.649 -2.912 0.109
H -4.691 -3.925 -1.779 0.122
H -1.949 -2.592 -2.031 0.081
H -2.405 -4.079 -2.834 0.120
H -2.444 -5.323 -0.786 0.097
H -2.602 -3.874 0.210 0.085
H 0.960 -2.262 -1.959 0.086
H 1.804 -2.421 -4.288 0.091
H 1.598 -4.539 -5.543 0.105
H 0.574 -6.524 -4.478 0.104
H -0.275 -6.377 -2.158 0.111
H -5.909 0.416 -2.442 0.113
H -6.210 0.890 -4.847 0.107
H -4.289 0.718 -6.392 0.106
H -2.062 0.073 -5.535 0.110
H -1.763 -0.420 -3.111 0.103
```